Molecular formula: C3H4N2OS2
Method: DFT, the ωB97M-V functional and the def2-TZVPD basis

Last column: natural (NBO) charge in e.
Cartesian coordinates (Å):
C1 -1.67398 0.28930 0.18090  -0.035
C2 -0.20344 0.58671 -0.02182  -0.395
C3 3.42686 -0.97849 0.11005  -0.058
H1 -3.84978 -1.88106 -0.72178  0.472
H2 -2.32250 1.14728 0.79190  0.226
H3 4.38222 -0.51701 0.08096  0.198
H4 3.26523 -2.10958 0.58126  0.150
N1 -2.13435 -0.87715 -0.17646  -0.115
N2 2.34216 -0.29771 -0.21632  -0.578
O1 -3.50895 -0.89891 0.09961  -0.526
S1 0.18937 2.11245 -0.03656  0.125
S2 0.80095 -0.90054 0.01191  0.534

Atomic forces in eV per Å
-0.839 -0.343 1.150
-1.188 -1.790 0.680
-5.178 -1.956 0.863
1.303 4.463 3.942
1.615 -2.403 -2.000
0.653 0.280 -0.348
0.883 2.841 -1.215
-0.122 2.866 0.720
3.043 -0.599 0.767
-0.998 -5.074 -4.128
1.065 1.485 -0.259
-0.237 0.228 -0.170

- LUMO: -0.7 eV
- Multiplicity: 1
- Frontier orbital gap: 8.16 eV
- Net charge: 0
- ΔE to the lowest compared entry with this formula, charge and spin: 138.61 kcal/mol

Molecular formula: H2N2O3
Method: DFT, the ωB97M-V functional and the def2-TZVPD basis

Last column: natural (NBO) charge in e.
Cartesian coordinates (Å):
N1 -1.49210 0.13994 -0.28908  0.106
N2 1.30039 -0.63001 0.95819  -0.391
O1 -1.68157 1.36268 -0.76578  -0.797
O2 2.10442 -0.71330 2.02922  -0.758
O3 -0.95400 -0.17062 0.78456  -0.499
H1 -1.05188 -0.42079 -1.11274  0.177
H2 1.69307 0.24287 0.41773  0.162

Atomic forces in eV per Å
0.131 -1.469 -3.750
2.615 0.554 -0.445
-0.238 1.116 0.416
-0.079 -0.100 0.040
-0.846 0.587 2.174
-0.679 0.286 1.010
-0.904 -0.975 0.555

- LUMO (alpha / beta): 8.2 / 8.2 eV
- Multiplicity: 1
- Frontier orbital gap (alpha / beta): 5.40 / 5.10 eV
- Net charge: -2
- ΔE to the lowest compared entry with this formula, charge and spin: 70.80 kcal/mol

Molecular formula: C3H18NO4
Method: DFT, the ωB97M-V functional and the def2-TZVPD basis

Last column: natural (NBO) charge in e.
Cartesian coordinates (Å):
C1 -0.75419 2.02278 -0.20260  -0.219
C2 0.76974 1.99176 -0.56695  -0.433
C3 1.08692 1.13331 -1.82798  -0.630
N1 -0.97047 1.06294 0.99037  -0.688
H1 -0.81990 3.02200 0.25962  0.222
H2 -1.49309 1.83510 -0.95685  0.231
H3 1.32067 1.96502 0.35461  0.232
H4 0.93956 3.01615 -0.95818  0.235
H5 1.94605 0.45157 -1.70454  0.222
H6 0.25185 0.52644 -2.14105  0.205
H7 1.26685 1.85558 -2.64879  0.242
H8 -0.92199 0.15056 0.53471  0.451
H9 -0.17164 1.06948 1.66574  0.465
H10 -1.78802 1.38230 1.51336  0.456
H11 -1.20198 -0.72089 4.21310  0.487
H12 -2.02978 -1.42012 3.08538  0.504
O1 -1.71036 -0.56116 3.41529  -1.004
H13 1.52433 -0.80358 0.15173  0.484
H14 1.89011 -1.18129 1.59113  0.500
O2 1.36694 -0.56130 1.07157  -0.978
H15 3.09906 -2.99463 -5.96600  0.458
H16 2.71865 -1.95042 -6.79711  0.459
O3 3.52105 -2.18728 -6.30257  -0.916
H17 -3.74202 -2.42526 3.91121  0.486
H18 -3.18608 -3.79681 3.59109  0.492
O4 -2.91226 -2.88224 3.72370  -0.961

Atomic forces in eV per Å
2.511 1.148 2.550
-1.844 1.248 -2.316
0.836 0.196 0.503
1.040 1.068 -0.864
-0.848 -0.355 -0.409
-0.165 -0.131 -0.329
0.593 -0.699 0.128
-0.014 -0.359 0.587
-0.186 0.498 -0.196
-0.414 -0.261 0.034
0.199 -0.796 0.331
-0.838 -0.400 1.079
-0.586 -0.057 -0.774
-0.300 -1.181 -0.140
-0.105 -0.299 0.046
0.275 0.064 0.607
0.077 0.637 -0.814
0.185 -0.037 0.072
-0.034 -0.009 0.025
-0.158 -0.001 -0.123
0.995 -0.250 0.504
0.604 0.901 -0.392
-1.610 -0.655 -0.111
0.090 0.033 0.119
0.181 -0.053 -0.047
-0.486 -0.250 -0.070

- LUMO: -2.9 eV
- Multiplicity: 1
- Frontier orbital gap: 10.42 eV
- Net charge: +1
- ΔE to the lowest compared entry with this formula, charge and spin: 45.83 kcal/mol

Molecular formula: C5H3N
Method: DFT, the ωB97M-V functional and the def2-TZVPD basis

Last column: natural (NBO) charge in e.
Cartesian coordinates (Å):
C1 -0.81155 -1.55918 -0.02725  -0.139
C2 0.27996 -1.09368 0.03974  -0.050
C3 1.00279 0.07940 -0.04969  0.147
N1 2.23082 0.13021 0.04958  -0.530
C4 -0.07033 1.12150 -0.20434  -0.112
C5 -1.24292 1.07132 0.14488  -0.124
H1 -1.66723 -2.13439 0.11200  0.224
H2 2.58537 1.04568 -0.21883  0.345
H3 -2.30691 1.33915 0.15392  0.239

Atomic forces in eV per Å
-0.098 -2.307 0.432
-0.709 -1.675 0.112
-0.886 2.116 -0.410
2.448 0.555 -0.603
-0.355 -0.761 1.010
-0.440 2.926 -1.211
-0.961 -0.523 -0.186
0.063 0.176 0.506
0.938 -0.508 0.349

- LUMO: -0.2 eV
- Multiplicity: 1
- Structure (SMILES): C#CC(=N)C#C
- Frontier orbital gap: 9.46 eV
- Net charge: 0
- ΔE to the lowest compared entry with this formula, charge and spin: 81.96 kcal/mol

Molecular formula: C28H16Cl5N2Ru
Method: DFT, the ωB97M-V functional and the def2-TZVPD basis

Last column: natural (NBO) charge in e.
Cartesian coordinates (Å):
Ru1 2.00910 0.26116 -0.35569  0.978
Cl1 1.03973 0.24438 2.45643  0.065
C1 0.39329 -1.12134 1.61517  -0.122
C2 0.78026 -1.13777 0.28994  -0.048
C3 0.41252 -2.18450 -0.53137  -0.123
Cl2 1.09775 -2.04836 -2.10793  0.068
C4 -0.39617 -3.20995 -0.06526  -0.078
Cl3 -0.86949 -4.48346 -1.10090  0.095
C5 -0.80256 -3.16611 1.27911  -0.072
Cl4 -1.75629 -4.43480 1.90854  0.098
C6 -0.39883 -2.12938 2.14166  -0.086
Cl5 -0.86303 -2.14402 3.78817  0.094
C7 0.37409 1.18751 -0.89109  -0.456
C8 -0.86180 1.15651 -0.74180  0.236
C9 -2.22370 1.07658 -0.54034  -0.167
C10 -2.86413 1.98894 0.36562  0.009
C11 -2.10621 2.72411 1.29957  -0.189
C12 -2.73518 3.52176 2.22813  -0.212
C13 -4.12085 3.64688 2.22838  -0.171
C14 -4.87279 3.00230 1.25338  -0.211
C15 -4.25656 2.18741 0.33012  -0.189
C16 -2.91303 -0.03777 -1.16564  -0.087
C17 -3.98435 -0.67917 -0.52361  -0.186
C18 -4.66119 -1.70499 -1.15066  -0.209
C19 -4.29228 -2.11134 -2.42748  -0.180
C20 -3.19719 -1.52452 -3.04968  -0.225
C21 -2.49073 -0.52469 -2.41355  -0.131
H1 -1.02888 2.62297 1.29225  0.216
H2 -2.15143 4.05572 2.96275  0.222
H3 -4.60708 4.23594 2.98978  0.223
H4 -5.94205 3.14746 1.21362  0.226
H5 -4.83326 1.69781 -0.44062  0.226
H6 -4.27856 -0.36103 0.46719  0.227
H7 -5.48360 -2.19219 -0.64386  0.226
H8 -4.87015 -2.86597 -2.93958  0.224
H9 -2.90041 -1.83924 -4.04038  0.224
H10 -1.64368 -0.05617 -2.89317  0.213
N1 5.69848 -1.67028 0.54672  -0.484
C22 4.37304 -1.92962 0.50780  0.288
N2 3.68371 -0.90834 0.06274  -0.569
C23 4.59980 0.08464 -0.20407  0.138
C24 4.34432 1.37089 -0.68494  -0.247
C25 5.44691 2.18446 -0.83658  -0.174
C26 6.73806 1.72494 -0.53408  -0.187
C27 6.99298 0.44971 -0.06701  -0.188
C28 5.89118 -0.38153 0.10128  0.086
H11 6.42194 -2.29926 0.86047  0.448
H12 3.93393 -2.86252 0.81309  0.237
H13 3.30106 1.71684 -0.93738  0.203
H14 5.31892 3.19292 -1.19301  0.242
H15 7.56005 2.40760 -0.67868  0.240
H16 7.99433 0.11890 0.15644  0.239

Atomic forces in eV per Å
-1.835 -0.456 0.217
-0.180 0.020 0.738
0.128 0.046 -0.464
-0.096 -0.556 0.283
0.196 0.447 0.223
-0.225 -0.521 -0.483
-0.021 0.147 0.120
-0.003 -0.025 -0.037
0.157 0.048 -0.002
-0.131 -0.104 -0.037
-0.036 -0.105 -0.175
0.071 0.181 0.015
-0.356 0.213 -0.148
1.215 0.241 -0.178
-0.375 -0.178 0.085
-0.100 0.411 0.240
-0.098 -0.244 -0.188
-0.068 0.131 0.092
0.086 -0.119 -0.033
-0.036 0.117 0.105
0.168 -0.108 -0.070
-0.059 -0.318 -0.149
0.041 0.108 -0.019
-0.038 -0.128 -0.024
-0.027 0.091 0.002
0.017 -0.125 -0.036
-0.111 0.216 0.150
0.026 0.003 0.075
0.060 0.025 0.066
-0.058 0.150 0.006
-0.078 -0.022 0.012
-0.082 0.047 -0.002
0.010 -0.054 0.013
-0.025 0.015 -0.014
0.034 -0.126 -0.013
0.010 -0.049 -0.023
0.066 0.021 -0.103
-0.262 -0.131 0.025
-0.052 -0.250 0.104
0.526 -0.222 0.029
1.194 0.069 0.042
-0.128 -0.113 -0.007
-0.298 0.082 -0.043
0.013 -0.076 0.022
-0.041 -0.042 0.000
-0.569 0.904 -0.331
-0.151 -0.061 -0.008
0.055 -0.141 0.044
1.207 0.371 -0.067
0.014 0.124 -0.066
0.112 0.025 0.005
0.133 0.016 0.009

- LUMO (alpha / beta): -3.0 / -5.5 eV
- Multiplicity: 5
- Frontier orbital gap (alpha / beta): 6.33 / 5.89 eV
- Net charge: +1
- ΔE to the lowest compared entry with this formula, charge and spin: 8.28 kcal/mol
- Expectation value of S²: 6.06

Molecular formula: C13H18F6IrN5O4S2
Method: DFT, the ωB97M-V functional and the def2-TZVPD basis

Last column: natural (NBO) charge in e.
Cartesian coordinates (Å):
Ir1 0.38304 0.29048 -0.05053  1.212
C1 -1.29695 2.51322 -1.17411  -0.239
C2 -2.55997 1.58099 -1.12823  -0.231
N1 -2.24596 0.25181 -1.62217  -0.674
C3 -2.55755 -0.98114 -0.93035  -0.261
C4 -1.37331 -1.93627 -1.03584  0.271
C5 -1.49396 -3.31156 -1.17073  -0.220
C6 -0.35717 -4.08444 -1.33758  -0.079
C7 0.89826 -3.48530 -1.41240  -0.219
C8 0.98218 -2.12659 -1.23812  0.211
C9 2.27015 -1.30876 -1.32920  -0.256
N2 1.73095 0.06557 -1.51457  -0.495
C10 2.39386 1.38976 -1.67332  -0.236
C11 1.23383 2.43548 -1.55388  -0.252
N3 -0.08067 1.71011 -1.45795  -0.507
N4 -0.14431 -1.39651 -1.01219  -0.449
H1 -1.12481 2.99789 -0.21233  0.230
H2 -1.40705 3.28994 -1.93242  0.228
H3 -3.37727 2.03079 -1.69083  0.228
H4 -2.86947 1.52551 -0.08800  0.229
H5 -2.36624 0.15782 -2.62098  0.387
H6 -3.45583 -1.47209 -1.31055  0.231
H7 -2.71356 -0.79359 0.13482  0.248
H8 -2.47587 -3.76484 -1.16853  0.260
H9 -0.44537 -5.15703 -1.44910  0.260
H10 1.78560 -4.07173 -1.60750  0.261
H11 2.87088 -1.62641 -2.18258  0.251
H12 2.86691 -1.37080 -0.42076  0.260
H13 1.17849 -0.04762 -2.36534  0.390
H14 2.89268 1.44850 -2.64013  0.239
H15 3.12498 1.53227 -0.88234  0.252
H16 1.22519 3.11447 -2.40667  0.245
H17 1.35499 3.02131 -0.64480  0.249
H18 -0.25408 1.26275 -2.35603  0.399
F1 3.92256 -0.54841 2.60521  -0.280
C12 3.08198 0.14434 3.35105  0.831
F2 2.78967 -0.49015 4.45346  -0.254
F3 3.54313 1.34742 3.58438  -0.261
S1 1.52170 0.33273 2.33165  2.142
O1 1.71055 1.44053 1.34651  -0.921
O2 1.32301 -0.89896 1.52609  -0.902
N5 0.41870 0.60166 3.35969  -1.141
S2 -0.96876 1.13442 2.76680  2.206
O3 -1.17540 0.56908 1.39953  -0.977
O4 -1.17202 2.52796 2.89997  -0.827
C13 -2.19163 0.19616 3.80336  0.788
F4 -3.39077 0.64195 3.48846  -0.277
F5 -2.08375 -1.08806 3.50221  -0.288
F6 -1.92156 0.40530 5.06688  -0.263

Atomic forces in eV per Å
0.321 0.101 -0.093
-0.113 0.124 0.161
0.338 -0.088 0.231
0.036 -0.048 -0.552
0.355 0.099 0.247
-0.057 -0.086 -0.092
0.004 0.057 -0.152
-0.024 -0.033 -0.004
0.014 -0.006 -0.063
-0.091 -0.158 -0.072
0.100 -0.017 -0.068
0.064 0.016 -0.035
0.170 -0.029 -0.042
-0.050 0.111 -0.112
0.219 -0.092 0.146
-0.342 -0.146 0.258
-0.129 0.064 -0.021
0.119 -0.032 -0.045
0.070 0.133 0.014
-0.129 -0.155 -0.046
-0.338 0.015 0.066
0.053 -0.105 0.030
-0.130 0.154 -0.066
-0.009 0.016 -0.005
-0.003 -0.001 0.009
0.009 0.010 0.004
0.029 -0.003 0.024
-0.028 0.054 0.014
-0.057 0.048 0.022
0.032 -0.027 0.022
-0.017 -0.020 0.009
-0.015 0.005 0.014
-0.048 0.020 -0.017
-0.206 -0.154 0.086
-0.002 0.033 -0.004
0.042 -0.028 -0.022
0.000 -0.023 -0.012
-0.032 0.009 0.023
0.021 0.340 0.202
-0.162 0.022 0.003
-0.020 -0.240 -0.183
-0.028 0.131 0.084
0.045 0.018 0.090
0.052 -0.065 -0.050
-0.053 0.004 0.015
-0.009 -0.077 -0.045
-0.003 0.003 -0.023
0.005 0.015 0.035
-0.001 0.027 0.014

- LUMO: -6.8 eV
- Multiplicity: 1
- Frontier orbital gap: 8.64 eV
- Net charge: +2

no.,strongest force on any atom (eV/Å)
1,6.62
2,4.03
3,3.76
4,3.20
5,1.90
6,0.55